[1]
C5H11O3 | the ωB97M-V functional and the def2-TZVPD basis

The charge is -1. As for the gap between HOMO and LUMO: 8.3 eV. For the LUMO energy, the calculation gives 0.141 hartree. The total energy is -11507.5528 eV. Its spin multiplicity is 1.

Atoms and positions in Å:
C  0.46851  3.11412  -0.36950
C  -0.97245  2.58676  -0.56279
O  -1.06658  1.35299  -0.83458
O  -1.89236  3.40776  -0.44127
H  1.20329  2.42593  -0.78712
H  0.65156  3.18142  0.70409
H  0.60570  4.13831  -0.73847
C  0.13346  -1.42223  0.74263
C  -1.09823  -1.73281  -0.13527
C  1.24326  -2.41266  0.36457
O  0.55882  -0.11586  0.65360
H  -0.11594  -1.70960  1.77520
H  -1.00999  -2.54001  -0.86104
H  2.15658  -2.26383  0.91232
H  0.87989  -3.42613  0.52681
H  1.58755  -2.23920  -0.66528
H  0.07533  0.45380  -0.01933
H  -1.38540  -0.83479  -0.66664
H  -2.02300  -1.96397  0.40210

Atomic partial charges in e from the natural (NBO) method, atoms 1 to 2: C -0.743; C 0.782

[2]
C5H11O3 | the ωB97M-V functional and the def2-TZVPD basis

As for the gap between HOMO and LUMO (spin up / spin down): 9.1 / 9.5 eV. For the LUMO energy (spin up / spin down), the calculation gives 0.035 / -0.035 hartree. The total energy is -11499.7644 eV. Its spin multiplicity is 4.

Atoms and positions in Å:
O  -1.96880  -0.42352  -2.83801
O  -2.80910  -0.80381  -3.68130
C  -0.46898  1.29054  2.45866
C  0.55761  0.79247  1.44920
C  -0.06908  -0.11310  0.39591
C  0.85299  -0.67621  -0.68908
C  0.02344  -1.40663  -1.62775
O  1.43729  0.50082  -1.26952
H  0.02472  1.94737  3.17061
H  -1.25858  1.85840  1.96610
H  -0.91749  0.46301  3.00841
H  1.01685  1.64143  0.93084
H  1.36154  0.24420  1.96327
H  -0.52774  -0.95509  0.91016
H  -0.89185  0.41318  -0.09777
H  1.60125  -1.36275  -0.21212
H  -0.32180  -2.36697  -1.24168
H  0.23037  -1.28662  -2.68374
H  2.12735  0.24326  -1.91218

Atomic partial charges in e from the natural (NBO) method, atoms 1 to 2: O 0.010; O -0.005

[3]
C5H11O3Yb | the ωB97M-V functional and the def2-TZVPD basis

As for the gap between HOMO and LUMO (spin up / spin down): 4.7 / 7.0 eV. For the LUMO energy (spin up / spin down), the calculation gives 0.022 / 0.014 hartree. The total energy is -43032.9407 eV. Its spin multiplicity is 2.

Atoms and positions in Å:
O  1.45618  -0.76315  1.68247
C  1.36413  0.61038  1.76301
C  -0.08336  1.05909  1.97159
O  -0.97010  0.35908  1.08605
C  -1.22097  0.91320  -0.19695
C  -0.35364  0.25648  -1.24999
O  -0.46094  -1.15156  -1.07613
C  0.10175  -1.90963  -2.13695
Yb  -0.28559  -1.90505  1.10518
H  1.76172  1.11086  0.85187
H  1.93889  1.03363  2.61514
H  -0.21584  2.14298  1.83558
H  -0.41787  0.76517  2.97639
H  -1.05155  1.99859  -0.20043
H  -2.27983  0.72099  -0.41594
H  0.70230  0.55372  -1.15712
H  -0.71566  0.54030  -2.24971
H  0.27619  -2.92315  -1.75991
H  -0.60028  -1.94548  -2.98161
H  1.05448  -1.46647  -2.46252

Atomic partial charges in e from the natural (NBO) method, atoms 1 to 2: O -1.023; C -0.079